1.
# C30H29NS

C30H29NS in the gas phase in a non-equilibrium geometry (wB97M-V/def2-TZVPD, the Open Molecules 2025 dataset).

Values from the calculation:
HOMO in Ha: -0.2494
E_tot in Ha: -1613.45272
Frontier orbital gap in eV: 6.92
Maximum force in hartree/bohr: 0.072

Last column: Mulliken charge in e.
CARTESIAN COORDINATES (ANGSTROEM)
C (3.637, -4.632, 0.087)  -1.576
C (2.268, -4.031, 0.262)  1.059
C (1.977, -3.233, 1.385)  -0.688
C (0.782, -2.519, 1.449)  -0.448
C (-0.182, -2.634, 0.421)  0.233
S (-1.676, -1.876, 0.539)  -0.145
C (-2.161, -0.060, -0.508)  -0.776
C (-1.053, 0.720, 0.013)  0.112
C (0.024, 1.069, -0.778)  -0.736
N (1.140, 1.620, -0.296)  0.497
C (2.299, 1.960, -1.166)  -0.904
C (2.754, 0.812, -2.045)  0.407
C (3.405, 1.138, -3.235)  -0.689
C (3.834, 0.140, -4.118)  -0.546
C (3.626, -1.209, -3.788)  -0.670
C (2.948, -1.546, -2.605)  -0.143
C (2.556, -0.540, -1.712)  0.265
C (1.251, 1.929, 1.154)  -0.789
C (0.158, 2.846, 1.665)  0.178
C (-0.517, 2.547, 2.859)  -0.012
C (-1.615, 3.331, 3.267)  -0.597
C (-1.971, 4.461, 2.528)  -0.330
C (-1.312, 4.756, 1.328)  -0.847
C (-0.201, 3.989, 0.943)  -0.118
C (-3.525, 0.180, 0.072)  0.488
C (-4.672, -0.030, -0.721)  -0.464
C (-5.922, -0.238, -0.126)  -0.539
C (-6.046, -0.234, 1.272)  -0.459
C (-4.940, 0.105, 2.073)  -0.605
C (-3.700, 0.371, 1.462)  0.081
C (0.086, -3.503, -0.660)  -0.514
C (1.277, -4.219, -0.725)  -0.827
H (3.663, -5.230, -0.830)  0.332
H (4.383, -3.831, 0.006)  0.313
H (3.897, -5.259, 0.948)  0.438
H (2.706, -3.196, 2.206)  0.372
H (0.510, -1.901, 2.307)  0.431
H (-2.082, -0.451, -1.536)  0.537
H (-1.004, 0.866, 1.103)  0.118
H (0.027, 0.769, -1.850)  0.384
H (3.112, 2.292, -0.496)  0.359
H (2.014, 2.802, -1.827)  0.337
H (3.569, 2.197, -3.463)  0.343
H (4.325, 0.415, -5.056)  0.352
H (3.981, -1.993, -4.449)  0.405
H (2.718, -2.593, -2.378)  0.264
H (2.088, -0.803, -0.758)  0.241
H (1.244, 0.979, 1.708)  0.117
H (2.237, 2.414, 1.300)  0.484
H (-0.215, 1.686, 3.460)  0.342
H (-2.182, 3.063, 4.168)  0.410
H (-2.771, 5.124, 2.879)  0.351
H (-1.636, 5.584, 0.695)  0.390
H (0.376, 4.244, 0.052)  0.364
H (-4.555, -0.089, -1.809)  0.348
H (-6.808, -0.401, -0.755)  0.343
H (-7.017, -0.387, 1.751)  0.360
H (-5.037, 0.192, 3.164)  0.375
H (-2.836, 0.620, 2.085)  0.231
H (-0.703, -3.637, -1.396)  0.422
H (1.464, -4.945, -1.524)  0.344

2.
# C5H11N3

A molecular structure, C5H11N3 in a non-equilibrium geometry (wB97M-V/def2-TZVPD, the Open Molecules 2025 dataset).

Values from the calculation:
HOMO (alpha / beta) in Ha: -0.2721 / -0.2901
E_tot in Ha: -361.19475
Frontier orbital gap (alpha / beta) in eV: 7.19 / 7.91
Maximum force in hartree/bohr: 0.036

Last column: Mulliken charge in e.
CARTESIAN COORDINATES (ANGSTROEM)
C (0.215, -0.338, -0.559)  0.884
C (0.544, -1.728, -0.110)  -1.199
C (1.009, 0.217, -1.694)  -1.660
C (0.644, 0.556, 1.760)  -0.816
C (-1.040, 0.232, -0.243)  0.365
N (-1.190, 0.236, 1.215)  0.389
N (-2.025, 0.993, 1.733)  -0.883
N (-1.926, 0.882, -0.903)  -0.830
H (-2.603, 1.410, 0.971)  0.337
H (-1.796, 0.816, -1.907)  0.230
H (0.009, -1.998, 0.800)  0.380
H (1.619, -1.856, 0.050)  0.346
H (0.251, -2.444, -0.889)  0.346
H (2.078, 0.130, -1.482)  0.363
H (0.770, 1.264, -1.883)  0.417
H (0.830, -0.344, -2.624)  0.340
H (1.495, -0.061, 1.504)  0.319
H (0.350, 0.438, 2.794)  0.357
H (0.766, 1.595, 1.470)  0.315

3.
# C29H42Cl2LiO2Se

A molecular structure, C29H42Cl2LiO2Se (wB97M-V/def2-TZVPD, the Open Molecules 2025 dataset).

Values from the calculation:
HOMO in Ha: -0.1464
E_tot in Ha: -4610.24398
Frontier orbital gap in eV: 6.38
Maximum force in hartree/bohr: 0.003
Total charge: -1

Last column: Mulliken charge in e.
CARTESIAN COORDINATES (ANGSTROEM)
Li (-0.137, -1.552, 2.703)  0.681
C (3.821, 4.144, 0.030)  -1.783
C (3.468, 2.988, -0.917)  2.283
C (4.707, 2.666, -1.753)  -2.305
C (2.357, 3.449, -1.872)  -1.650
C (2.987, 1.784, -0.109)  -1.117
C (1.862, 1.896, 0.701)  -0.121
C (1.382, 0.824, 1.430)  -0.927
Se (-0.198, 1.070, 2.500)  0.129
C (-1.555, 0.616, 1.205)  -0.376
C (-1.806, 1.509, 0.178)  0.005
C (-2.734, 1.222, -0.811)  -0.525
C (-3.432, 0.020, -0.677)  0.040
C (-3.249, -0.889, 0.355)  -0.581
C (-2.219, -0.639, 1.320)  1.258
O (-1.877, -1.506, 2.215)  -1.110
C (-4.058, -2.195, 0.357)  2.196
C (-5.438, -2.003, -0.291)  -2.005
C (-3.279, -3.248, -0.444)  -1.612
C (-4.327, -2.750, 1.765)  -1.968
C (-3.011, 2.140, -2.000)  2.221
C (-4.482, 2.576, -2.000)  -1.763
C (-2.141, 3.397, -1.964)  -2.250
C (-2.710, 1.395, -3.309)  -1.693
C (2.012, -0.455, 1.412)  1.361
O (1.559, -1.453, 2.095)  -1.003
C (3.176, -0.566, 0.586)  -0.701
C (3.613, 0.539, -0.134)  0.657
C (3.906, -1.909, 0.498)  2.270
C (2.959, -2.981, -0.064)  -1.584
C (4.398, -2.332, 1.891)  -1.638
C (5.129, -1.854, -0.421)  -2.330
H (4.152, 5.021, -0.536)  0.454
H (4.620, 3.850, 0.713)  0.384
H (2.959, 4.435, 0.632)  0.303
H (5.010, 3.554, -2.314)  0.438
H (4.510, 1.867, -2.470)  0.381
H (5.547, 2.361, -1.125)  0.418
H (2.683, 4.316, -2.455)  0.462
H (1.457, 3.730, -1.323)  0.325
H (2.087, 2.647, -2.562)  0.349
H (1.328, 2.837, 0.772)  0.387
H (-1.237, 2.430, 0.158)  0.261
H (-4.169, -0.213, -1.436)  0.099
H (-5.384, -1.741, -1.348)  0.380
H (-6.004, -1.223, 0.224)  0.404
H (-6.000, -2.938, -0.222)  0.475
H (-3.133, -2.915, -1.474)  0.290
H (-3.816, -4.202, -0.458)  0.417
H (-2.297, -3.410, 0.003)  0.301
H (-4.780, -1.989, 2.405)  0.406
H (-3.413, -3.079, 2.246)  0.227
H (-5.025, -3.590, 1.682)  0.500
H (-4.718, 3.122, -1.084)  0.353
H (-5.151, 1.716, -2.055)  0.317
H (-4.693, 3.226, -2.855)  0.456
H (-2.329, 3.988, -1.065)  0.379
H (-2.363, 4.024, -2.832)  0.480
H (-1.078, 3.148, -1.991)  0.344
H (-3.328, 0.501, -3.408)  0.306
H (-1.664, 1.083, -3.337)  0.346
H (-2.904, 2.038, -4.173)  0.470
H (4.490, 0.423, -0.755)  0.546
H (2.075, -3.074, 0.562)  0.212
H (3.472, -3.947, -0.109)  0.468
H (2.644, -2.714, -1.076)  0.317
H (3.564, -2.397, 2.585)  0.232
H (5.120, -1.606, 2.273)  0.331
H (4.895, -3.307, 1.832)  0.463
H (4.856, -1.600, -1.448)  0.383
H (5.606, -2.837, -0.436)  0.463
H (5.869, -1.129, -0.073)  0.385
Cl (-0.263, -2.175, 5.342)  -0.154
C (-0.943, -3.734, 4.847)  -0.176
Cl (-0.155, -4.371, 3.397)  -0.126
H (-1.992, -3.583, 4.619)  0.158
H (-0.793, -4.440, 5.654)  0.327

4.
# C3H7NO2

C3H7NO2 in the gas phase in a non-equilibrium geometry (wB97M-V/def2-TZVPD, the Open Molecules 2025 dataset).

Values from the calculation:
HOMO in Ha: -0.3587
E_tot in Ha: -323.76812
Frontier orbital gap in eV: 10.56
Maximum force in hartree/bohr: 0.045

Last column: Mulliken charge in e.
CARTESIAN COORDINATES (ANGSTROEM)
C (0.379, -1.552, -1.788)  -1.051
C (1.041, -0.735, -0.661)  -0.452
N (0.316, -0.462, 0.544)  -0.147
C (-0.425, 0.690, 0.582)  0.535
O (-0.811, 1.261, -0.403)  -0.556
O (-0.557, 1.194, 1.833)  -0.491
H (0.184, -2.584, -1.505)  0.283
H (-0.572, -1.074, -2.024)  0.307
H (1.017, -1.508, -2.667)  0.316
H (1.955, -1.290, -0.406)  0.376
H (1.427, 0.156, -1.143)  0.298
H (0.390, -1.072, 1.336)  0.243
H (-0.807, 2.128, 1.720)  0.341

5.
# C7H18BF4I2OP2Y

A molecular structure, C7H18BF4I2OP2Y in a non-equilibrium geometry (wB97M-V/def2-TZVPD, the Open Molecules 2025 dataset).

Values from the calculation:
HOMO in Ha: -0.5772
E_tot in Ha: -2093.18725
Frontier orbital gap in eV: 5.68
Maximum force in hartree/bohr: 0.092
Total charge: +2

Last column: Mulliken charge in e.
CARTESIAN COORDINATES (ANGSTROEM)
I (0.506, -3.872, -2.325)  0.154
I (2.095, -3.201, -0.045)  0.141
Y (0.121, -0.704, -0.517)  0.784
P (2.337, 0.956, -1.270)  0.735
C (3.688, 1.430, -0.105)  -1.083
C (2.926, -0.227, -2.565)  -1.069
H (3.747, 0.188, -3.162)  0.374
H (2.483, 3.032, -2.646)  0.418
H (2.111, -0.468, -3.264)  0.383
H (0.911, 2.256, -2.760)  0.314
H (4.044, 0.540, 0.451)  0.323
H (3.236, -1.187, -2.142)  0.315
C (1.736, 2.478, -2.074)  -1.054
H (4.591, 1.927, -0.533)  0.387
H (1.321, 3.155, -1.322)  0.268
H (3.262, 2.122, 0.648)  0.328
P (-2.258, -1.429, 0.926)  0.771
C (-2.296, -1.668, 2.757)  -1.100
C (-3.625, -0.302, 0.486)  -1.063
H (-2.466, -2.846, -1.075)  0.356
H (-3.412, -3.525, 0.253)  0.380
H (-1.644, -3.718, 0.181)  0.356
C (-2.469, -3.021, 0.011)  -1.109
H (-3.631, -0.105, -0.592)  0.315
H (-4.623, -0.656, 0.747)  0.418
H (-3.215, -2.117, 3.203)  0.385
H (-2.150, -0.682, 3.238)  0.326
H (-3.481, 0.671, 0.963)  0.272
H (-1.445, -2.301, 3.078)  0.335
C (1.235, -0.782, 1.724)  0.169
O (1.293, -0.071, 2.617)  -0.051
F (-0.702, 1.244, -0.126)  -0.458
B (-1.050, 3.100, 1.198)  0.713
F (-1.873, 3.788, 0.413)  -0.173
F (-1.564, 2.473, 2.313)  -0.281
F (0.260, 3.520, 1.313)  -0.281

6.
# C4H13N2O2

A molecular structure, C4H13N2O2 in a non-equilibrium geometry (wB97M-V/def2-TZVPD, the Open Molecules 2025 dataset).

Values from the calculation:
HOMO in Ha: -0.1491
E_tot in Ha: -420.02759
Frontier orbital gap in eV: 8.21
Maximum force in hartree/bohr: 0.094
Total charge: -1

Last column: Mulliken charge in e.
CARTESIAN COORDINATES (ANGSTROEM)
C (1.378, 0.579, 0.650)  -0.484
C (0.669, 0.221, -0.667)  -0.303
C (1.032, -0.942, -1.566)  -0.305
N (-0.224, -1.380, -2.161)  -0.783
N (0.760, 1.850, 1.082)  -0.604
C (-0.890, 1.606, 1.489)  -0.803
O (-1.406, 0.278, 2.158)  -0.558
H (2.451, 0.648, 0.416)  0.409
H (1.297, -0.321, 1.250)  0.303
H (-0.397, 0.133, -0.381)  0.075
H (0.777, 1.188, -1.166)  0.228
H (1.462, -1.809, -1.083)  0.286
H (1.631, -0.461, -2.362)  0.270
H (-0.226, -2.290, -2.587)  0.249
H (-0.738, -1.651, -1.252)  0.299
H (0.187, 1.540, 2.090)  0.304
H (-1.345, 1.516, 0.491)  0.531
H (-1.142, 2.597, 1.884)  0.357
H (-1.222, -0.341, 1.375)  0.432
H (-2.506, -1.513, 0.072)  0.162
O (-1.548, -1.448, 0.268)  -1.067

7.
# C2H8NS

2 unconnected molecules or ions with the total composition C2H8NS in a non-equilibrium geometry (wB97M-V/def2-TZVPD, the Open Molecules 2025 dataset).

Values from the calculation:
HOMO in Ha: -0.0918
E_tot in Ha: -533.94808
Frontier orbital gap in eV: 6.92
Maximum force in hartree/bohr: 0.060
Total charge: -1

Last column: Mulliken charge in e.
CARTESIAN COORDINATES (ANGSTROEM)
N (-2.419, -1.367, 0.633)  -0.762
H (-1.927, -0.790, 1.296)  0.232
H (-1.609, -1.697, 0.134)  0.237
H (-2.962, -0.729, 0.028)  0.222
C (1.118, 1.270, -0.579)  -0.893
C (1.130, -0.054, 0.118)  -0.370
S (0.438, -1.475, -0.887)  -0.731
H (1.267, 1.317, -1.629)  0.318
H (2.075, 1.867, -0.274)  0.224
H (0.115, 1.787, -0.281)  0.166
H (0.568, 0.082, 1.073)  0.176
H (2.205, -0.211, 0.369)  0.181

8.
# C4H27NO9S

9 unconnected molecules or ions with the total composition C4H27NO9S in a non-equilibrium geometry (wB97M-V/def2-TZVPD, the Open Molecules 2025 dataset).

Values from the calculation:
HOMO in Ha: -0.3329
E_tot in Ha: -1298.68450
Frontier orbital gap in eV: 9.29
Maximum force in hartree/bohr: 0.040

Last column: Mulliken charge in e.
CARTESIAN COORDINATES (ANGSTROEM)
O (3.159, 0.628, 0.862)  -0.563
C (2.357, 1.276, -0.170)  -0.361
N (0.990, 1.535, 0.083)  -0.260
C (0.086, 0.414, -0.258)  0.232
C (0.066, -0.709, 0.793)  -0.147
C (-1.183, -1.580, 0.690)  0.429
S (-1.822, -2.243, 2.221)  -0.288
H (3.084, -0.340, 0.786)  0.330
H (2.477, 0.731, -1.096)  0.291
H (2.889, 2.215, -0.217)  0.361
H (0.699, 1.751, 1.020)  0.072
H (0.416, 0.083, -1.241)  -0.017
H (-0.931, 0.797, -0.344)  -0.279
H (0.949, -1.338, 0.654)  0.234
H (0.134, -0.256, 1.779)  0.344
H (-2.013, -1.007, 0.294)  -0.737
H (-0.989, -2.380, -0.025)  0.443
H (-0.741, -2.341, 3.006)  0.117
O (-3.075, 1.872, 0.152)  -0.678
H (-2.193, 2.220, 0.319)  0.290
H (-3.349, 1.278, 0.855)  0.327
O (-0.992, 2.079, 2.515)  -0.585
H (-1.577, 1.496, 3.004)  0.288
H (-0.075, 2.089, 2.851)  0.295
O (-4.138, -0.163, -1.453)  -0.731
H (-3.479, -0.650, -0.954)  0.375
H (-3.953, 0.775, -1.300)  0.382
O (1.534, 1.355, 3.044)  -0.627
H (2.313, 1.431, 2.459)  0.293
H (1.819, 0.840, 3.804)  0.264
O (2.418, -1.116, -2.840)  -0.589
H (2.380, -0.310, -3.381)  0.291
H (1.474, -1.277, -2.735)  0.256
O (3.618, -1.696, -0.465)  -0.669
H (3.915, -1.177, -1.220)  0.317
H (3.155, -2.421, -0.901)  0.309
O (0.887, 1.062, -3.587)  -0.651
H (0.840, 1.975, -3.277)  0.301
H (-0.047, 0.809, -3.612)  0.301
O (-2.034, -0.777, -2.861)  -0.593
H (-1.952, -1.736, -2.906)  0.285
H (-2.996, -0.638, -2.959)  0.351